*w*
Formula: C4H3N3
Source: the OMol25 dataset
Level of theory: the ωB97M-V functional and the def2-TZVPD basis

Bonds (Å) are listed after each position.
Atoms and positions in Å:
1 C -0.4213 -1.1461 -1.9098  N3 1.230, C9 1.460
2 C 0.4658 -0.5641 0.2848  C5 1.449, C9 1.355, H10 1.185
3 N -0.0544 -1.9617 -2.7543  C1 1.230
4 N -0.8982 1.0359 -0.5832  N7 1.425, C9 1.439
5 C 0.5180 0.5097 1.2568  C2 1.449, N7 1.369, H8 1.181
6 H -0.5792 2.2829 0.9183  N7 0.976
7 N -0.4408 1.3346 0.7328  N4 1.425, C5 1.369, H6 0.976
8 H 1.1086 0.5285 2.2789  C5 1.181
9 C -0.4213 -0.3159 -0.7087  C1 1.460, C2 1.355, N4 1.439
10 H 0.7228 -1.7037 0.4843  C2 1.185

Output
E_HOMO = -0.3643 Ha
2S+1 = 1
structure (SMILES) = N#Cc1cc[nH]n1
frontier orbital gap = 10.14 eV
net charge = 0
molecular weight = 93.09 g/mol

Just the Mulliken charges please, in e? Sure, here they are: number 1, C, carries 0.1392; number 2, C, carries -0.3111; number 3, N, carries -0.4305; number 4, N, carries -0.6141; number 5, C, carries -0.2221; number 6, H, carries 0.2313; number 7, N, carries 0.1292; number 8, H, carries 0.3259; number 9, C, carries 0.5012; number 10, H, carries 0.2510



*x*
Formula: C4H3N3
Source: the OMol25 dataset
Level of theory: the ωB97M-V functional and the def2-TZVPD basis

Bonds (Å) are listed after each position.
Atoms and positions in Å:
1 N 0.5614 1.1648 -0.0750  C5 1.320, C6 1.427
2 N 1.5827 -0.6983 0.0201  H4 1.147, C5 1.304, N10 1.416
3 H 2.4948 1.2365 0.2928  C5 1.069
4 H 2.3218 -1.5352 0.2829  N2 1.147
5 C 1.7486 0.5881 -0.1146  N1 1.320, N2 1.304, H3 1.069
6 C -0.3467 0.0671 -0.1584  N1 1.427, C8 1.426, N10 1.199
7 H -3.8793 0.1164 0.0865  C9 0.959
8 C -1.7657 0.0660 -0.3032  C6 1.426, C9 1.258
9 C -2.9316 -0.0128 0.1624  H7 0.959, C8 1.258
10 N 0.2139 -0.9927 -0.1934  N2 1.416, C6 1.199

Output
E_HOMO = -0.3621 Ha
2S+1 = 1
structure (SMILES) = C#Cc1nc[nH]n1
frontier orbital gap = 10.52 eV
net charge = 0
molecular weight = 93.09 g/mol

Just the Mulliken charges please, in e? Sure, here they are: number 1, N, carries -0.5661; number 2, N, carries -0.0323; number 3, H, carries 0.3256; number 4, H, carries 0.3125; number 5, C, carries 0.0109; number 6, C, carries 0.6338; number 7, H, carries 0.4190; number 8, C, carries -0.2606; number 9, C, carries -0.4141; number 10, N, carries -0.4286



How do the energies compare? Relative to the most stable structure, in kJ/mol: *w* 0.0; *x* 151.5.



*w*
Formula: C4H9N
Source: the OMol25 dataset
Level of theory: the ωB97M-V functional and the def2-TZVPD basis

Bonds (Å) are listed after each position.
Atoms and positions in Å:
1 H -1.2342 -1.3360 1.1893  C3 1.101
2 H 0.4798 -0.6000 -2.0258  N9 1.034
3 C -0.9681 -0.5841 0.4298  H1 1.101, H4 1.070, C8 1.565, C10 1.531
4 H -1.4835 -0.7153 -0.4985  C3 1.070
5 H 1.1740 1.6606 0.5585  C6 1.113
6 C 0.3254 1.1126 0.0909  H5 1.113, C8 1.556, C10 1.537, H11 1.094
7 H 1.2155 -0.7428 0.8247  C8 1.118
8 C 0.5289 -0.4273 0.0005  C3 1.565, C6 1.556, H7 1.118, N9 1.460
9 N 1.1060 -0.8938 -1.2570  H2 1.034, C8 1.460, H14 1.053
10 C -0.9661 0.8762 0.8893  C3 1.531, C6 1.537, H12 1.071, H13 1.101
11 H 0.1388 1.4986 -0.9158  C6 1.094
12 H -0.8318 1.0047 1.9444  C10 1.071
13 H -1.7574 1.5663 0.5586  C10 1.101
14 H 1.0358 -1.9436 -1.2992  N9 1.053

Output
E_HOMO = -0.3430 Ha
2S+1 = 1
structure (SMILES) = NC1CCC1
frontier orbital gap = 10.60 eV
net charge = 0
molecular weight = 71.12 g/mol

Just the Mulliken charges please, in e? Sure, here they are: number 1, H, carries 0.2781; number 2, H, carries 0.2634; number 3, C, carries -0.5891; number 4, H, carries 0.2377; number 5, H, carries 0.2569; number 6, C, carries -0.5421; number 7, H, carries 0.3411; number 8, C, carries -0.1015; number 9, N, carries -0.6715; number 10, C, carries -0.5218; number 11, H, carries 0.2603; number 12, H, carries 0.2563; number 13, H, carries 0.2820; number 14, H, carries 0.2503



*x*
Formula: C4H9N
Source: the OMol25 dataset
Level of theory: the ωB97M-V functional and the def2-TZVPD basis

Bonds (Å) are listed after each position.
Atoms and positions in Å:
1 H 0.6190 -1.9328 0.1564  C8 1.071
2 H 0.3024 1.8083 0.1234  C13 1.099
3 H -0.9027 -2.1764 -0.7900  C8 1.093
4 H 2.2976 0.2450 -0.8914  C9 1.111
5 H 2.2404 -0.5093 0.7825  C9 1.074
6 H -2.0533 1.2606 -0.7473  N11 1.020
7 C -0.5628 -0.1717 -0.1040  C8 1.351, N11 1.381, C13 1.494
8 C -0.2345 -1.4683 -0.2929  H1 1.071, H3 1.093, C7 1.351
9 C 1.9914 0.3385 0.1723  H4 1.111, H5 1.074, H10 1.159, C13 1.607
10 H 2.6206 1.2813 0.4134  C9 1.159
11 N -1.8144 0.3831 -0.2843  H6 1.020, C7 1.381, H12 1.018
12 H -2.6227 -0.1455 0.0362  N11 1.018
13 C 0.4655 0.7675 0.4379  H2 1.099, C7 1.494, C9 1.607, H14 1.094
14 H 0.3923 0.8014 1.5285  C13 1.094

Output
E_HOMO = -0.3015 Ha
2S+1 = 1
structure (SMILES) = C=C(N)CC
frontier orbital gap = 9.35 eV
net charge = 0
molecular weight = 71.12 g/mol

Just the Mulliken charges please, in e? Sure, here they are: number 1, H, carries 0.1881; number 2, H, carries 0.3047; number 3, H, carries 0.2946; number 4, H, carries 0.3010; number 5, H, carries 0.3322; number 6, H, carries 0.1933; number 7, C, carries 0.5491; number 8, C, carries -0.8833; number 9, C, carries -1.1192; number 10, H, carries 0.3183; number 11, N, carries -0.4249; number 12, H, carries 0.2011; number 13, C, carries -0.4471; number 14, H, carries 0.1922



How do the energies compare? Relative to the most stable structure, in kJ/mol: *w* 0.0; *x* 14.2.